The following is a quantum chemistry calculation of a structure of composition C30H32Cl2N2PRhS, from the OMol25 dataset.

```
69
Properties=species:S:1:pos:R:3:forces:R:3
Rh -0.512 0.073 0.054 -0.067 0.053 0.029
Cl -0.837 2.130 -1.364 -0.056 -0.053 0.033
C 0.748 2.397 -2.068 -0.125 0.095 -0.036
C 0.848 3.472 -2.907 0.008 -0.006 0.003
C 2.081 3.750 -3.512 -0.008 -0.055 0.042
C 3.180 2.949 -3.271 0.047 0.001 -0.012
C 3.068 1.862 -2.419 0.047 -0.072 0.037
Cl 4.446 0.890 -2.151 -0.013 0.042 -0.026
C 1.835 1.541 -1.770 0.143 -0.133 0.045
S 1.779 0.194 -0.729 -0.043 0.113 -0.136
H -0.009 4.102 -3.100 -0.014 -0.016 0.014
H 2.165 4.600 -4.175 0.008 0.001 -0.003
H 4.132 3.157 -3.737 -0.003 0.000 0.002
C 1.196 -0.758 4.842 0.039 -0.023 0.015
C 0.548 0.617 4.769 0.034 -0.078 0.002
N -0.849 0.544 4.325 -0.034 -0.004 -0.037
C -1.859 0.568 5.397 -0.037 0.113 0.007
C -2.174 1.986 5.849 -0.028 -0.032 0.045
C -1.165 0.455 3.045 -0.120 -0.087 -0.081
C -2.608 0.382 2.637 0.031 0.039 0.063
N -0.263 0.411 2.076 0.122 0.000 0.076
H 2.225 -0.668 5.188 -0.007 -0.003 -0.003
H 1.205 -1.260 3.873 -0.007 0.020 -0.002
H 0.661 -1.397 5.545 -0.001 0.004 -0.001
H 1.101 1.298 4.119 0.007 0.018 -0.001
H 0.546 1.080 5.754 -0.026 0.029 -0.012
H -1.462 -0.025 6.221 0.028 0.008 -0.015
H -2.757 0.060 5.057 -0.005 -0.031 -0.008
H -1.282 2.499 6.208 0.012 -0.004 -0.007
H -2.892 1.961 6.668 0.004 0.003 -0.008
H -2.603 2.576 5.039 0.005 -0.009 -0.007
H -3.037 -0.583 2.912 0.028 -0.010 -0.002
H -2.685 0.502 1.556 -0.016 0.005 0.001
H -3.197 1.164 3.112 -0.010 0.000 -0.014
H 0.694 0.444 2.403 0.015 0.004 -0.005
C -5.598 -1.117 -2.537 0.013 0.001 0.000
C -5.355 -1.017 -1.171 -0.033 0.005 0.010
C -4.095 -1.290 -0.673 0.031 -0.004 -0.003
C -3.068 -1.675 -1.540 0.038 -0.016 -0.029
C -3.315 -1.779 -2.907 0.001 -0.028 0.007
C -4.582 -1.500 -3.399 -0.029 0.005 -0.014
P -1.432 -1.974 -0.848 0.026 0.025 -0.005
C -0.338 -2.559 -2.152 -0.044 -0.005 0.016
C 0.147 -3.864 -2.164 -0.004 0.026 0.028
C 1.015 -4.263 -3.171 0.020 0.004 -0.030
C 1.397 -3.368 -4.160 -0.006 -0.024 0.014
C 0.911 -2.066 -4.152 0.014 0.017 -0.028
C 0.049 -1.659 -3.149 0.008 0.022 0.013
C -1.563 -3.247 0.415 -0.038 0.036 -0.024
C -2.601 -4.178 0.405 0.026 0.036 -0.026
C -2.638 -5.173 1.369 0.005 -0.014 0.036
C -1.647 -5.241 2.341 -0.028 0.007 -0.016
C -0.612 -4.314 2.352 0.034 0.004 0.031
C -0.570 -3.316 1.393 0.012 0.000 0.016
H -6.585 -0.902 -2.925 0.000 -0.008 -0.001
H -6.153 -0.734 -0.497 0.001 0.001 -0.006
H -3.914 -1.234 0.395 0.000 0.005 0.007
H -2.532 -2.092 -3.586 -0.019 -0.002 0.010
H -4.776 -1.593 -4.459 -0.004 0.006 0.003
H -0.150 -4.565 -1.395 0.005 0.002 -0.005
H 1.389 -5.278 -3.183 0.001 0.002 -0.003
H 2.072 -3.686 -4.943 -0.001 -0.004 0.002
H 1.199 -1.374 -4.933 0.001 -0.006 0.003
H -0.346 -0.647 -3.156 0.014 0.001 0.012
H -3.374 -4.128 -0.352 0.002 0.000 -0.005
H -3.439 -5.899 1.361 0.003 0.002 0.001
H -1.680 -6.019 3.091 0.001 -0.006 -0.008
H 0.162 -4.372 3.106 -0.005 -0.012 -0.003
H 0.243 -2.596 1.398 -0.005 -0.008 0.002
```
Forces are in eV/Å.

Calculated values
* HOMO level (alpha / beta): -13.449 / -14.180 eV
* net charge: +2
* Kohn-Sham gap (alpha / beta): 8.6 / 5.5 eV
* DFT total energy: -3041.832291 a.u.
* multiplicity: 5



The following is a quantum chemistry calculation of a cluster of 8 separate species, C33H74N3O21P3 in total, from the OMol25 dataset.

```
134
Properties=species:S:1:pos:R:3:forces:R:3
C -17.445 -10.363 18.369 0.739 0.052 -0.098
C -16.684 -10.511 19.706 -1.024 -0.018 0.463
O -15.298 -10.682 19.615 1.370 -0.259 -0.339
P -14.714 -12.056 19.096 0.912 0.169 -0.559
O -15.737 -13.083 18.968 -0.261 -0.697 0.333
O -13.481 -12.355 20.078 -1.282 0.260 -1.767
C -12.506 -11.287 20.187 0.884 -1.507 0.756
C -11.549 -11.835 21.279 -0.038 1.091 -0.667
O -14.007 -11.665 17.722 0.389 -0.613 0.199
C -14.633 -11.028 16.591 -1.881 0.285 0.492
C -15.569 -11.949 15.699 1.311 1.724 -0.561
H -17.014 -9.516 17.771 -0.592 -0.720 0.563
H -17.612 -11.252 17.695 0.701 0.655 1.028
H -18.407 -10.106 18.753 -1.027 0.535 -0.253
H -16.710 -9.583 20.296 -0.715 -0.125 -0.386
H -17.102 -11.318 20.349 0.061 0.426 -0.598
H -12.105 -10.991 19.205 0.301 -0.685 0.340
H -13.017 -10.438 20.529 -0.688 1.286 0.766
H -10.980 -12.689 20.904 -0.039 0.141 0.040
H -10.860 -11.009 21.555 -0.277 -0.664 0.095
H -12.158 -12.163 22.142 0.398 0.335 -0.431
H -15.191 -10.148 17.008 0.248 -0.846 -0.491
H -13.828 -10.600 16.054 0.835 0.162 -0.735
H -15.136 -12.201 14.692 -0.216 0.172 1.126
H -15.784 -12.816 16.256 -0.259 -1.301 0.560
H -16.503 -11.424 15.494 0.029 0.021 0.053
C -11.095 -18.566 16.651 0.467 2.324 -0.528
C -10.813 -18.785 15.199 -1.123 -2.360 -0.681
O -12.066 -19.121 14.461 0.826 1.166 0.244
P -12.465 -20.611 14.273 2.746 -2.771 1.069
O -11.356 -21.621 14.567 -2.462 2.116 -0.112
O -13.799 -20.736 15.127 1.203 -0.771 -0.137
C -13.693 -21.353 16.458 -3.251 0.913 -0.033
C -14.178 -20.295 17.436 0.012 0.101 0.192
O -12.912 -20.662 12.783 -0.235 0.458 -0.898
C -13.941 -21.486 12.286 -1.680 -1.127 0.091
C -15.233 -20.667 12.266 1.107 1.000 -0.315
H -10.145 -18.099 16.967 -0.374 -0.200 0.542
H -11.890 -17.777 16.749 0.545 -0.923 0.223
H -11.275 -19.456 17.218 -0.229 -0.409 0.187
H -10.426 -17.932 14.686 0.314 0.505 -0.215
H -10.206 -19.701 15.058 0.205 0.824 0.050
H -14.404 -22.164 16.365 -0.108 -0.252 0.369
H -12.788 -21.758 16.800 1.745 -0.315 -0.537
H -14.693 -20.730 18.298 0.352 -0.043 -0.021
H -13.318 -19.690 17.731 -0.233 -0.002 0.326
H -14.890 -19.603 16.986 -0.004 -0.240 -0.159
H -13.773 -21.771 11.245 0.695 0.142 0.170
H -14.026 -22.423 12.858 0.130 0.306 0.011
H -15.518 -20.290 13.232 -0.330 -0.541 0.591
H -14.814 -19.763 11.808 -0.723 0.180 -0.550
H -16.083 -21.055 11.702 0.270 -0.137 0.087
C -13.851 -13.564 10.405 -0.250 -0.110 0.763
C -14.644 -14.451 11.360 -0.767 -1.827 -1.097
O -16.055 -14.554 10.739 0.359 0.377 1.496
P -17.278 -13.720 11.411 1.159 -2.982 -1.624
O -16.820 -12.540 12.074 0.703 2.487 1.769
O -18.260 -13.493 10.225 -0.713 -0.692 -0.632
C -18.047 -12.468 9.232 0.025 -0.218 0.581
C -19.356 -12.210 8.557 0.808 1.134 -1.655
O -18.087 -14.776 12.280 0.011 0.184 0.558
C -18.411 -14.414 13.675 -0.440 0.555 -1.513
C -19.716 -13.611 13.724 1.268 0.634 -1.193
H -14.422 -12.667 10.449 -0.013 1.303 -0.211
H -12.884 -13.415 10.904 0.048 0.093 -0.674
H -13.793 -13.852 9.314 0.044 -0.302 1.529
H -14.206 -15.472 11.321 -0.763 0.398 -0.061
H -14.654 -14.226 12.466 -0.383 0.510 -1.553
H -17.785 -11.607 9.815 0.599 0.711 -0.053
H -17.254 -12.788 8.561 0.123 0.112 -0.022
H -19.311 -11.220 8.005 -0.033 -1.046 0.679
H -19.575 -12.963 7.804 -0.296 -0.180 0.186
H -20.083 -12.145 9.324 -1.029 -0.001 0.461
H -18.423 -15.336 14.211 -0.324 -0.754 0.359
H -17.574 -13.842 14.039 0.172 0.347 0.316
H -19.462 -12.565 13.375 -0.574 -1.068 0.431
H -20.533 -14.020 13.118 0.403 -0.069 -0.027
H -20.036 -13.613 14.732 -0.453 0.359 1.164
O -10.908 -15.697 12.139 1.079 0.355 0.360
C -11.324 -15.123 13.102 -0.632 -1.487 -2.192
O -12.654 -15.100 13.276 -0.763 0.642 1.686
C -12.905 -14.158 14.357 2.111 -0.031 -0.664
C -11.586 -14.239 15.125 -0.934 0.296 -0.058
O -10.656 -14.478 14.044 0.241 -0.121 1.159
H -12.947 -13.192 13.887 -0.396 0.635 -0.123
H -13.733 -14.368 14.960 -1.324 -0.597 0.497
H -11.617 -15.003 15.920 0.419 -0.080 -0.643
H -11.375 -13.286 15.572 0.400 0.368 0.224
O -14.685 -15.632 16.569 0.424 -0.364 0.415
C -15.278 -16.377 15.837 -0.596 0.802 0.741
O -15.734 -17.578 16.130 -0.768 -0.947 -1.195
C -16.439 -18.133 14.904 2.329 -1.179 1.267
C -16.167 -17.116 13.825 -0.908 2.150 1.974
O -15.694 -15.973 14.655 -0.162 -0.042 -2.246
H -15.820 -19.022 14.708 -0.685 0.017 0.098
H -17.446 -18.421 15.169 -0.202 0.410 0.016
H -17.076 -16.723 13.369 0.317 -0.399 -0.474
H -15.369 -17.347 13.159 0.382 -0.364 -0.646
C -18.181 -18.609 11.454 -1.804 0.365 -2.817
N -19.106 -17.880 12.312 -0.616 -0.777 0.518
C -19.658 -18.568 13.350 0.595 0.236 -0.132
C -20.726 -17.863 14.157 0.669 1.036 -0.655
O -19.201 -19.669 13.600 -0.228 -0.669 0.878
H -18.537 -19.625 11.101 0.009 1.098 0.776
H -17.261 -18.747 11.915 1.655 -0.217 0.910
H -18.031 -18.025 10.505 -0.016 -0.321 1.030
H -19.645 -17.088 12.037 0.284 0.514 -0.762
H -21.486 -17.426 13.522 -0.197 0.043 -0.313
H -20.307 -17.030 14.733 0.227 -0.138 -0.077
H -21.194 -18.498 14.848 -0.482 -1.095 0.805
C -18.691 -14.202 17.262 -0.761 -0.027 -0.024
N -17.877 -14.939 18.155 1.193 0.825 1.233
C -17.958 -16.263 18.114 1.585 -0.398 1.458
C -16.988 -16.995 18.974 1.710 -1.643 1.277
O -18.747 -16.866 17.434 -1.604 -1.066 -1.598
H -18.066 -13.946 16.425 -0.099 0.750 -0.691
H -19.128 -13.360 17.793 0.058 0.374 -0.344
H -19.502 -14.867 16.927 0.306 0.356 0.053
H -17.084 -14.453 18.637 -0.949 -0.688 -0.638
H -15.956 -17.031 18.524 -1.116 0.106 0.148
H -17.295 -18.074 19.159 0.192 1.406 -0.456
H -16.808 -16.547 19.972 -0.378 0.045 -0.513
C -17.523 -22.249 15.337 -0.424 -2.678 -0.252
N -18.143 -21.227 16.064 1.291 0.168 2.720
C -18.002 -21.146 17.435 -0.562 -1.069 -0.516
C -19.028 -20.268 18.058 0.959 1.240 -0.024
O -17.214 -21.818 18.083 0.017 0.123 -0.473
H -16.480 -22.460 15.567 0.080 0.458 0.207
H -17.623 -22.101 14.280 -0.064 0.284 -0.526
H -18.072 -23.212 15.581 0.685 0.689 -0.412
H -18.658 -20.519 15.641 -1.071 1.008 -1.211
H -18.761 -20.050 19.076 0.055 0.074 0.385
H -20.026 -20.611 18.009 -0.954 -0.952 -0.065
H -19.040 -19.349 17.490 -0.002 0.698 0.038
```
Forces are in eV/Å.

Calculated values
* HOMO level: -9.058 eV
* SMILES: CCOP(=O)(OCC)OCC.CCOP(=O)(OCC)OCC.CCOP(=O)(OCC)OCC.O=C1OCCO1.O=C1OCCO1.CNC(C)=O.CNC(C)=O.CNC(C)=O
* Kohn-Sham gap: 9.5 eV
* DFT total energy: -4070.495107 a.u.



The following is a quantum chemistry calculation of a cluster of 3 separate species, H6O3 in total, from the OMol25 dataset.

```
9
Properties=species:S:1:pos:R:3:forces:R:3
O 1.052 0.429 -0.092 -0.794 0.003 -0.715
H 1.046 -0.311 0.505 -0.069 -0.800 0.384
H 1.813 0.927 0.146 0.898 0.807 0.175
O 0.118 -1.823 1.167 -0.451 0.674 -0.271
H 0.019 -2.611 1.704 -0.304 0.070 0.088
H -0.729 -1.331 1.124 0.630 -0.786 0.256
O -1.222 1.842 -1.284 1.028 -0.893 0.759
H -0.520 1.144 -1.105 -1.116 1.224 -0.494
H -1.577 1.735 -2.165 0.176 -0.300 -0.182
```
Forces are in eV/Å.

Calculated values
* HOMO level: -10.758 eV
* SMILES: O.O.O
* Kohn-Sham gap: 11.4 eV
* DFT total energy: -229.311921 a.u.